A 2-piece molecular cluster, H5NO overall. Source: the OMol25 dataset; level of theory: the ωB97M-V functional and the def2-TZVPD basis.

Each line ends with the Mulliken charge.
Cartesian coordinates (Å):
N: 0.000 0.000 0.000  -0.72
H: -0.321 0.883 0.411  0.24
H: -0.837 -0.510 -0.300  0.22
H: 0.524 0.239 -0.848  0.24
O: -0.206 -1.771 -1.175  -0.69
H: -0.291 -2.749 -1.108  0.29
H: -0.169 -1.460 -0.243  0.43

Summary:
spin multiplicity = 1
frontier orbital gap = 0.420 hartree
E_HOMO = -10.31 eV
SMILES = N.O
energy above the lowest of the compared OMol25 structures with the same formula, charge and spin = 1.722 eV
energy = -132.9296 hartree



C22H29BrN5O7TcTe as an isolated structure. Source: the OMol25 dataset; level of theory: the ωB97M-V functional and the def2-TZVPD basis.

Each line ends with the Löwdin spin population.
Cartesian coordinates (Å):
Tc: 0.472 1.245 -0.143  2.36
N: 1.629 0.594 1.561  0.01
C: 2.183 -0.730 1.173  0.00
C: 3.144 -1.283 2.221  0.00
C: 3.640 -2.712 1.983  0.00
C: 2.540 -3.683 1.566  0.00
N: 2.299 -3.539 0.136  0.00
C: 1.129 -3.361 -0.462  0.00
N: -0.033 -3.654 0.116  0.00
N: 1.127 -2.876 -1.703  0.00
C: 2.728 -0.585 -0.267  0.01
O: 3.603 -1.327 -0.696  0.01
O: 2.141 0.321 -0.965  0.04
H: 2.389 1.243 1.746  0.01
H: 1.099 0.530 2.425  0.00
H: 1.307 -1.379 1.088  0.00
H: 2.614 -1.254 3.180  0.00
H: 4.006 -0.618 2.330  0.00
H: 4.094 -3.068 2.909  0.00
H: 4.430 -2.728 1.233  0.00
H: 1.621 -3.474 2.123  0.00
H: 2.827 -4.712 1.784  0.00
H: 3.081 -3.143 -0.372  0.00
H: -0.061 -4.085 1.022  0.00
H: -0.878 -3.237 -0.259  0.00
H: 1.974 -2.474 -2.077  0.00
H: 0.252 -2.656 -2.146  0.00
O: -1.596 -0.018 -3.301  0.02
C: -1.074 0.178 -2.240  0.01
O: -0.476 1.292 -1.876  0.07
C: -1.047 -0.895 -1.124  0.01
O: -1.491 -2.018 -1.276  0.02
O: -0.446 -0.500 -0.042  0.06
O: 3.703 6.297 -2.023  0.00
C: 3.004 5.240 -1.609  0.01
C: 2.505 4.253 -2.460  0.00
C: 1.803 3.208 -1.914  0.01
N: 1.560 3.088 -0.591  0.00
C: 2.046 4.046 0.202  0.01
Br: 1.709 3.906 2.050  0.01
C: 2.767 5.129 -0.242  0.00
H: 3.801 6.300 -2.982  0.00
H: 2.660 4.292 -3.529  0.00
H: 1.397 2.428 -2.540  0.00
H: 3.136 5.877 0.442  0.00
C: -5.718 -2.087 -0.312  0.00
C: -4.720 -1.005 -0.024  0.00
C: -4.677 0.150 -0.787  0.00
C: -3.771 1.177 -0.525  0.01
C: -3.796 2.399 -1.394  0.01
C: -2.880 1.013 0.547  0.04
Te: -1.487 2.548 0.975  0.25
C: -2.897 -0.145 1.332  0.00
C: -1.934 -0.364 2.460  0.01
C: -3.823 -1.134 1.029  0.00
H: -6.223 -1.917 -1.261  0.00
H: -6.478 -2.131 0.471  0.00
H: -5.235 -3.065 -0.354  0.00
H: -5.363 0.263 -1.618  0.00
H: -4.436 2.235 -2.260  0.00
H: -2.805 2.658 -1.760  0.01
H: -4.185 3.260 -0.847  0.00
H: -0.931 -0.554 2.069  0.00
H: -2.236 -1.225 3.056  0.00
H: -1.876 0.500 3.121  0.01
H: -3.843 -2.034 1.633  0.00

Summary:
spin multiplicity = 4
frontier orbital gap (spin up / spin down) = 0.301 / 0.233 hartree
total charge = +1
E_HOMO (spin up / spin down) = -10.70 / -10.58 eV
energy above the lowest of the compared OMol25 structures with the same formula, charge and spin = 0.000 eV
energy = -4578.9922 hartree



C17H32Cl2O2P2Sr as an isolated structure. Source: the OMol25 dataset; level of theory: the ωB97M-V functional and the def2-TZVPD basis.

Each line ends with the Mulliken charge.
Cartesian coordinates (Å):
P: 0.585 -1.942 -1.789  0.82
P: 0.173 1.783 -0.650  1.69
C: 0.000 -0.391 -2.452  -0.40
C: 0.867 0.772 -2.011  -1.16
H: -1.254 -0.219 -2.021  -0.70
H: -0.063 -0.446 -3.546  0.81
H: 1.869 0.452 -1.694  0.11
H: 1.010 1.435 -2.879  0.45
C: -0.288 3.327 -1.508  -1.65
H: -0.587 4.065 -0.746  0.44
H: -1.086 3.183 -2.253  0.37
H: 0.607 3.715 -2.017  0.50
C: 1.512 2.321 0.391  -1.22
H: 1.788 3.362 0.158  0.31
H: 2.439 1.726 0.167  0.46
H: 1.149 2.375 1.444  0.02
C: -0.097 -3.135 -2.998  -1.76
H: 0.042 -4.161 -2.626  0.40
H: 0.433 -3.005 -3.948  0.45
H: -1.163 -2.966 -3.190  0.50
C: 2.358 -2.143 -1.805  -1.34
H: 2.883 -1.183 -1.841  0.44
H: 2.628 -2.670 -2.729  0.40
H: 2.740 -2.719 -0.955  0.30
Sr: 2.749 0.710 2.309  1.40
C: -1.535 1.095 -0.292  -0.07
C: -2.160 0.496 -1.528  -0.20
C: -3.472 -0.173 -1.197  -1.15
C: -3.323 -1.630 -0.620  -0.93
C: -2.132 -2.355 -1.052  -1.35
C: -0.832 -2.266 -0.476  -0.02
C: -0.440 -1.106 0.539  0.29
C: -1.397 0.036 0.849  -1.66
C: 1.956 -1.458 3.350  -1.63
H: -2.163 1.934 0.072  0.67
H: -2.306 1.274 -2.284  0.50
H: -4.092 -0.239 -2.104  0.41
H: -4.027 0.413 -0.447  0.27
H: -3.325 -1.635 0.483  0.29
H: -4.226 -2.204 -0.924  0.45
H: -2.341 -3.263 -1.625  0.52
H: -0.408 -3.235 -0.125  0.84
H: 0.515 -0.655 0.160  -0.34
H: -0.152 -1.587 1.489  0.38
H: -2.384 -0.312 1.168  0.62
H: -0.983 0.568 1.723  0.22
H: 2.749 -1.844 4.017  0.36
H: 1.694 -2.185 2.569  0.33
H: 1.063 -1.221 3.953  0.34
Cl: 2.894 0.949 5.296  -0.06
C: 2.280 2.595 4.807  -0.32
Cl: 3.387 3.308 3.450  -0.17
C: 0.839 2.445 4.239  0.65
O: -0.024 3.123 4.786  -0.62
O: 0.758 1.645 3.221  -0.64
H: 2.293 3.242 5.690  0.37

Summary:
spin multiplicity = 1
frontier orbital gap (spin up / spin down) = 0.127 / 0.127 hartree
E_HOMO (spin up / spin down) = -4.60 / -4.59 eV
energy above the lowest of the compared OMol25 structures with the same formula, charge and spin = 0.421 eV
energy = -2450.9139 hartree



A 2-piece molecular cluster, C9H14OS overall. Source: the OMol25 dataset; level of theory: the ωB97M-V functional and the def2-TZVPD basis.

Each line ends with the Mulliken charge.
Cartesian coordinates (Å):
C: -3.825 0.176 -0.567  -1.20
C: -2.474 0.364 -1.004  0.75
C: -1.632 0.716 0.074  -0.50
C: -0.288 0.707 0.068  -0.88
C: 0.333 0.458 -1.202  0.73
O: 1.621 0.558 -1.295  -0.45
C: -0.490 0.149 -2.302  -0.53
C: -1.825 0.068 -2.202  -0.81
H: -4.539 1.071 -0.652  0.24
H: -4.017 0.075 0.518  0.34
H: -4.300 -0.733 -1.128  0.26
H: -2.244 0.821 0.986  0.18
H: 0.355 0.900 0.920  0.78
H: 1.857 0.233 -2.255  0.29
H: -0.115 0.039 -3.260  0.37
H: -2.398 -0.378 -2.948  0.41
C: 1.987 -0.911 2.273  -1.21
C: 3.117 -0.905 1.384  -0.09
S: 4.127 0.731 1.165  -0.19
H: 1.153 -0.195 1.935  0.15
H: 2.068 -0.658 3.269  0.49
H: 1.289 -1.650 2.081  0.43
H: 3.834 -1.958 1.615  0.26
H: 2.737 -0.961 0.345  0.10
H: 3.670 1.281 2.182  0.07

Summary:
spin multiplicity = 1
frontier orbital gap = 0.320 hartree
E_HOMO = -8.02 eV
SMILES = Cc1ccc(O)cc1.CCS
energy above the lowest of the compared OMol25 structures with the same formula, charge and spin = 2.899 eV
energy = -824.6455 hartree